[1]
The following is a DFT calculation (ωB97M-V/def2-TZVPD) of 16 unconnected molecules or ions with the total composition H33O16 at a distorted geometry.

Largest force on an atom = 2.887 eV/A
Relative energy (zero: lowest compared OMol25 entry of this formula, charge and spin) = 0.867 eV
Total charge = +2
2S+1 = 2

Element x y z (Å)
1 O 4.054625 1.406213 1.031784
2 H 4.713923 1.428418 1.721796
3 H 4.455883 1.383383 0.166592
4 O -3.132294 1.510277 -3.334411
5 H -0.078580 1.209749 4.943314
6 H -3.504529 0.684855 -3.664240
7 O 0.112288 1.371561 4.021229
8 H 0.625307 2.189992 4.003049
9 H 0.586184 -4.329265 -2.975851
10 O 3.709104 2.065637 -2.938611
11 H 3.057366 2.071358 -3.643391
12 H -0.497348 -4.028149 2.120522
13 O 1.881661 3.854009 3.719041
14 H -0.496550 -0.212208 1.078737
15 H 2.663226 3.337118 3.993004
16 O -5.116836 -0.065683 2.093612
17 H -5.725579 0.679460 2.086637
18 H -0.028859 -1.209983 -1.540068
19 O 1.719501 4.556853 0.108549
20 H 1.546499 3.842069 -0.510654
21 H 2.398832 5.062849 -0.338542
22 O 2.318045 -0.623672 -4.468993
23 H 4.594387 1.731547 -3.262087
24 H 1.931188 -1.394515 -4.909174
25 O 0.681794 -3.341318 -2.906365
26 H 2.022135 4.769283 3.365665
27 O -0.382421 -0.745505 -2.320376
28 H -1.254836 1.147568 -0.563171
29 H 0.523492 -0.733146 -2.715471
30 O -1.244804 0.185159 0.571335
31 H -1.447599 -0.494060 -0.081620
32 H -2.164182 1.782404 -1.833177
33 O 1.067814 -1.799073 0.149333
34 H -4.467826 0.140395 2.774905
35 H -1.058750 0.774265 -2.214700
36 O -0.187218 -4.931604 2.454172
37 H -1.023153 -4.905518 3.108597
38 H 1.752144 -1.317704 -0.325573
39 O -1.218597 1.539549 -1.546709
40 H 1.369530 -2.621800 0.531614
41 H -0.005307 -3.101881 -3.584316
42 O -2.886101 -1.911270 0.911572
43 H -3.422076 -2.643763 1.229061
44 H -3.366043 -1.074560 1.050172
45 O -1.849321 -3.212070 3.332957
46 H -2.120375 -3.148318 4.289147
47 H -2.993397 2.302001 -3.865657
48 H 3.270469 -0.805297 -4.381601
49 H -1.382831 -2.375611 3.068374

Atomic forces in eV per Å
O -1.1 -0.2 0.2
H 0.5 0.0 -0.2
H 0.5 0.1 -0.1
O 0.6 0.1 1.8
H 0.0 0.1 0.3
H -0.1 0.9 -0.9
O 0.0 -0.4 -0.3
H 0.0 0.3 -0.1
H 0.6 1.2 0.4
O 1.4 -0.6 0.3
H 0.4 -0.2 -0.4
H 0.7 -0.6 -0.7
O -0.5 0.0 0.0
H -0.4 0.8 -0.5
H -0.1 1.4 -0.6
O 0.5 -0.2 -0.1
H -0.1 0.0 0.0
H -1.0 -0.4 0.5
O -0.2 -0.1 -0.1
H 0.0 -0.1 0.1
H 0.2 0.3 0.0
O 0.0 -0.2 0.3
H -1.8 0.7 0.1
H 0.4 0.2 0.0
O -1.5 -1.4 -1.3
H 0.6 -1.6 0.6
O 1.9 -0.4 -0.1
H 0.6 0.3 -0.7
H -0.8 0.5 -1.0
O 0.6 -0.2 0.2
H -0.2 -0.6 0.3
H 0.9 0.0 0.1
O -1.3 0.6 0.0
H -0.2 0.2 0.1
H 0.6 0.3 1.3
O -2.2 1.3 1.4
H 1.2 -0.8 -0.8
H 0.6 -0.5 0.4
O -1.8 -0.1 -0.4
H 0.8 0.1 -0.4
H 0.9 0.1 1.0
O 0.6 0.1 0.1
H -0.5 0.3 -0.1
H -0.3 -0.5 0.1
O 0.7 0.3 0.7
H 0.4 0.2 -1.1
H -0.6 -0.8 -0.9
H -0.6 0.0 -0.1
H -0.9 -0.5 0.6

Here are the natural (NBO) charges for atoms 1 to 4, given in e: atom 1 (O): -0.958, atom 2 (H): 0.480, atom 3 (H): 0.479, atom 4 (O): -1.016

=====

[2]
The following is a DFT calculation (ωB97M-V/def2-TZVPD) of a molecular structure, C5H9NO at a distorted geometry.

Largest force on an atom = 1.358 eV/A
Relative energy (zero: lowest compared OMol25 entry of this formula, charge and spin) = 6.027 eV

Element x y z (Å)
1 C -1.908052 0.623134 1.882027
2 O -0.942127 -0.186403 1.240049
3 C -0.079891 0.555031 0.418157
4 C 0.963646 -0.368668 -0.229718
5 C 0.473539 -1.580260 -2.111493
6 C 1.990404 0.350155 -0.924766
7 N 2.778368 0.928130 -1.548079
8 H -2.534648 -0.035730 2.488456
9 H -2.544450 1.149221 1.154167
10 H -1.446634 1.374335 2.543253
11 H 0.477811 1.295164 1.026103
12 H -0.642066 1.120684 -0.339829
13 H 1.360978 -1.049134 0.534446
14 H 1.440084 -2.084518 -2.272710
15 H 0.199580 -1.318072 -1.002561
16 H 0.413460 -0.773069 -2.857501

Atomic forces in eV per Å
C -0.2 0.1 0.1
O 0.1 -0.1 -0.1
C 0.1 0.1 -0.3
C 0.3 0.3 0.0
C 0.6 0.6 0.5
C 0.8 0.6 -0.6
N -0.6 -0.3 0.7
H 0.1 0.1 -0.1
H 0.1 -0.1 0.1
H 0.0 -0.2 -0.2
H -0.1 -0.1 -0.2
H 0.1 -0.1 0.0
H -0.1 -0.1 -0.5
H -0.3 0.1 0.5
H -1.0 -0.8 -0.4
H -0.2 0.0 0.6

Here are the natural (NBO) charges for atoms 1 to 4, given in e: atom 1 (C): -0.251, atom 2 (O): -0.533, atom 3 (C): -0.068, atom 4 (C): -0.362

=====

[3]
The following is a DFT calculation (ωB97M-V/def2-TZVPD) of 2 unconnected molecules or ions with the total composition C3H8N2O at a distorted geometry.

Largest force on an atom = 1.989 eV/A
Relative energy (zero: lowest compared OMol25 entry of this formula, charge and spin) = 2.022 eV
SMILES = [H]/N=C/N.CC=O

Element x y z (Å)
1 H 1.691688 2.472670 0.482752
2 N 1.652478 1.515711 0.833785
3 C 2.194990 0.808026 -0.074977
4 N 2.507868 -0.533569 0.127659
5 H 2.538002 1.204186 -1.038236
6 H 2.522889 -1.088933 -0.703428
7 H 2.941172 -0.681170 1.020122
8 C -2.351976 0.103753 -0.121135
9 C -2.299521 -1.385576 -0.079923
10 O -2.217900 -2.007435 0.944544
11 H -1.281534 0.376149 -0.120005
12 H -2.753786 0.598293 -1.001574
13 H -2.774479 0.496092 0.801282
14 H -2.369889 -1.878198 -1.070867

Atomic forces in eV per Å
H -0.4 0.1 0.3
N 0.6 0.2 -0.5
C 0.2 -0.6 0.3
N -0.8 1.8 -0.3
H -0.4 0.0 -0.1
H 0.7 -0.6 0.4
H -0.1 -1.0 -0.1
C 1.1 0.5 0.4
C -0.8 0.2 -0.3
O 0.1 -0.2 -0.1
H -0.2 0.2 0.1
H -0.3 -0.4 -0.1
H 0.0 0.0 0.0
H 0.2 -0.3 0.1

Here are the natural (NBO) charges for atoms 1 to 4, given in e: atom 1 (H): 0.333, atom 2 (N): -0.676, atom 3 (C): 0.265, atom 4 (N): -0.861

=====

[4]
The following is a DFT calculation (ωB97M-V/def2-TZVPD) of a gas-phase ion, C2H7N5S (charge +2) at a distorted geometry.

Largest force on an atom = 7.296 eV/A
Total charge = +2
2S+1 = 3
E = -751.4928 Eh

Element x y z (Å)
1 C -1.319621 1.246145 -1.251577
2 C 0.678247 -1.096836 0.807869
3 N 1.485936 1.152926 0.174556
4 N -0.768253 0.706355 -0.189873
5 N 1.928470 -1.314131 0.940823
6 N -0.418253 -1.701721 1.084676
7 N 0.439310 0.536603 0.146236
8 S -2.955010 1.636364 -1.276567
9 H -0.727657 1.354568 -2.160568
10 H 1.527753 2.107932 -0.184720
11 H 2.331211 -2.161201 1.338987
12 H 2.574951 -0.555235 0.694722
13 H -0.438974 -2.619126 1.528008
14 H -1.316385 -1.249578 0.928399
15 H -3.021725 1.956934 -2.580971

Atomic forces in eV per Å
C 1.9 0.3 -0.9
C -0.7 4.1 -0.7
N 5.4 3.1 -0.7
N -3.6 -0.5 0.2
N 0.6 -0.2 0.0
N -0.5 -0.7 0.2
N -2.1 -6.8 1.6
S -0.7 -0.1 0.6
H 0.0 0.5 0.1
H -0.4 0.0 0.0
H -0.2 0.0 -0.1
H -0.2 0.0 0.0
H 0.1 0.1 -0.1
H 0.2 0.1 0.0
H 0.1 0.1 -0.2

Here are the natural (NBO) charges for atoms 1 to 4, given in e: atom 1 (C): -0.247, atom 2 (C): 0.707, atom 3 (N): -0.313, atom 4 (N): -0.088

=====

[5]
The following is a DFT calculation (ωB97M-V/def2-TZVPD) of a single C3H6N2O molecule at a distorted geometry.

Largest force on an atom = 3.629 eV/A
Relative energy (zero: lowest compared OMol25 entry of this formula, charge and spin) = 3.771 eV
SMILES = [H]/N=C/N(O)C=C

Element x y z (Å)
1 H 1.932138 2.127282 1.235587
2 N 1.561780 1.599981 0.487197
3 C 0.576615 0.836814 0.978035
4 N -0.063390 0.035301 0.116747
5 O 0.292851 0.282383 -1.149544
6 C -1.031713 -0.982362 0.290489
7 C -1.477432 -1.825144 -0.678696
8 H 0.296387 0.845841 2.004721
9 H 1.201068 0.727812 -0.912142
10 H -1.556982 -1.081545 1.301388
11 H -2.093517 -2.721173 -0.542804
12 H -1.015447 -1.780114 -1.656972

Atomic forces in eV per Å
H 0.7 0.7 0.7
N -2.8 -2.3 0.4
C 2.1 1.6 -0.8
N -1.9 -0.8 1.0
O 2.2 0.3 -1.1
C -1.7 -1.1 0.8
C 1.5 0.6 0.3
H -0.4 -0.3 0.7
H -1.1 -0.1 -1.3
H 1.4 0.6 -1.3
H -0.1 0.9 0.5
H 0.0 0.2 -0.1

Here are the natural (NBO) charges for atoms 1 to 4, given in e: atom 1 (H): 0.361, atom 2 (N): -0.797, atom 3 (C): 0.251, atom 4 (N): -0.121

=====

[6]
The following is a DFT calculation (ωB97M-V/def2-TZVPD) of a single C4H4ClN molecule at a distorted geometry.

Largest force on an atom = 3.964 eV/A
Relative energy (zero: lowest compared OMol25 entry of this formula, charge and spin) = 1.344 eV
SMILES = C=C(Cl)CC#N

Element x y z (Å)
1 C -1.206245 -1.049114 0.761198
2 C -0.121380 -0.647085 0.031114
3 Cl 1.151068 -1.893396 -0.118349
4 C 0.215182 0.660535 -0.625131
5 C 1.246748 1.427098 -0.109409
6 N 2.029523 2.074854 0.411825
7 H -1.135638 -2.035632 1.266295
8 H -1.907868 -0.250362 0.673825
9 H 0.446695 0.455659 -1.655040
10 H -0.718085 1.257442 -0.636324

Atomic forces in eV per Å
C 3.2 1.1 -2.0
C -0.2 -2.5 1.9
Cl -0.1 0.7 -0.1
C -3.3 -1.4 -1.4
C 1.6 1.0 1.7
N 0.6 0.4 0.1
H -0.9 1.1 -0.5
H -1.4 -0.2 1.0
H 0.0 -0.1 -0.7
H 0.4 -0.1 0.0

Here are the natural (NBO) charges for atoms 1 to 4, given in e: atom 1 (C): -0.414, atom 2 (C): 0.038, atom 3 (Cl): -0.045, atom 4 (C): -0.586